No. 1
Formula: C57H136F6N8O16S2
Source: OMol25
Level of theory: the ωB97M-V functional and the def2-TZVPD basis

Last column: Löwdin charge in e.
CARTESIAN COORDINATES (ANGSTROEM)
1 C 24.49 12.19 8.69  -0.068
2 O 23.67 12.86 9.68  -0.215
3 C 22.22 12.71 9.52  -0.173
4 C 21.68 13.67 10.56  -0.100
5 N 22.00 15.08 10.17  0.045
6 H 21.81 15.65 11.02  0.126
7 H 23.03 15.25 10.03  0.175
8 C 21.31 15.58 9.00  -0.095
9 C 22.11 16.84 8.60  -0.184
10 O 23.48 16.55 8.80  -0.200
11 C 24.29 17.73 8.58  -0.034
12 H 25.54 12.42 8.88  0.095
13 H 24.36 12.56 7.67  0.094
14 H 24.35 11.11 8.70  0.090
15 H 21.94 11.66 9.74  0.141
16 H 21.82 12.91 8.50  0.134
17 H 22.26 13.49 11.47  0.126
18 H 20.62 13.50 10.68  0.100
19 H 20.26 15.83 9.25  0.130
20 H 21.39 14.91 8.18  0.126
21 H 21.79 17.62 9.27  0.102
22 H 21.84 17.10 7.56  0.150
23 H 25.34 17.50 8.68  0.101
24 H 23.96 18.46 9.32  0.068
25 H 24.14 18.19 7.59  0.109
26 C 16.42 19.13 16.03  -0.082
27 O 15.84 20.22 16.70  -0.227
28 C 15.39 21.34 15.88  -0.118
29 C 14.34 21.98 16.81  -0.093
30 N 14.81 22.12 18.19  0.052
31 H 14.06 22.19 18.87  0.194
32 H 15.34 21.26 18.32  0.147
33 C 15.62 23.36 18.39  -0.065
34 C 16.67 23.05 19.48  -0.166
35 O 17.30 21.87 19.03  -0.203
36 C 18.61 21.69 19.51  -0.084
37 H 16.91 18.51 16.77  0.084
38 H 17.19 19.53 15.32  0.093
39 H 15.69 18.54 15.45  0.095
40 H 14.91 20.96 15.02  0.114
41 H 16.18 22.07 15.66  0.129
42 H 13.50 21.30 16.84  0.140
43 H 13.92 22.97 16.55  0.155
44 H 14.94 24.17 18.67  0.153
45 H 16.06 23.59 17.44  0.125
46 H 16.16 22.92 20.46  0.152
47 H 17.35 23.90 19.60  0.144
48 H 18.95 20.70 19.29  0.062
49 H 18.67 21.63 20.60  0.112
50 H 19.29 22.39 19.06  0.090
51 C 25.44 12.47 13.17  -0.047
52 O 25.59 11.39 14.19  -0.221
53 C 24.88 10.17 13.77  -0.166
54 C 25.46 8.95 14.46  -0.089
55 N 25.49 9.18 15.94  0.052
56 H 25.82 10.16 16.08  0.159
57 H 24.52 9.16 16.31  0.198
58 C 26.46 8.22 16.57  -0.079
59 C 26.74 8.64 17.97  -0.173
60 O 26.73 10.09 18.01  -0.236
61 C 27.58 10.62 19.04  -0.063
62 H 26.10 13.31 13.45  0.091
63 H 24.43 12.88 13.14  0.074
64 H 25.80 12.05 12.21  0.100
65 H 24.84 10.08 12.69  0.130
66 H 23.83 10.26 14.08  0.118
67 H 26.48 8.75 14.12  0.144
68 H 24.95 8.02 14.31  0.139
69 H 27.36 8.34 15.95  0.156
70 H 26.05 7.24 16.69  0.147
71 H 27.74 8.34 18.37  0.156
72 H 25.98 8.27 18.66  0.137
73 H 27.26 11.62 19.31  0.079
74 H 28.59 10.71 18.63  0.102
75 H 27.66 9.99 19.92  0.100
76 C 17.23 14.73 18.05  -0.063
77 O 17.62 13.45 17.57  -0.188
78 C 18.95 12.97 17.91  -0.160
79 C 19.69 12.74 16.63  -0.123
80 N 18.95 11.78 15.78  0.062
81 H 19.11 10.80 16.01  0.190
82 H 17.91 11.93 15.90  0.201
83 C 19.45 11.91 14.41  -0.127
84 C 18.77 10.86 13.55  -0.202
85 O 17.39 11.04 13.79  -0.208
86 C 16.56 10.03 13.16  -0.032
87 H 18.05 15.39 17.81  0.076
88 H 16.95 14.75 19.08  0.091
89 H 16.37 15.09 17.50  0.087
90 H 18.91 12.04 18.52  0.155
91 H 19.60 13.70 18.36  0.126
92 H 20.59 12.19 16.84  0.141
93 H 19.88 13.65 16.08  0.119
94 H 20.57 11.90 14.38  0.153
95 H 19.28 12.90 13.99  0.124
96 H 19.18 9.91 13.88  0.130
97 H 19.04 10.96 12.50  0.134
98 H 16.69 10.12 12.08  0.096
99 H 15.56 10.23 13.51  0.082
100 H 16.90 9.03 13.49  0.109
101 C 25.50 13.47 17.33  -0.078
102 O 25.07 14.81 17.52  -0.174
103 C 25.57 15.59 16.45  -0.205
104 C 25.19 16.96 16.86  -0.088
105 N 23.72 17.04 17.25  0.076
106 H 23.10 17.08 16.40  0.139
107 H 23.58 16.19 17.80  0.155
108 C 23.53 18.21 18.14  -0.112
109 C 22.10 18.41 18.55  -0.218
110 O 21.63 17.18 19.03  -0.207
111 C 20.79 17.23 20.21  -0.031
112 H 25.20 13.00 16.39  0.078
113 H 25.16 12.82 18.13  0.092
114 H 26.59 13.41 17.39  0.102
115 H 25.19 15.26 15.47  0.136
116 H 26.63 15.55 16.38  0.135
117 H 25.42 17.74 16.14  0.138
118 H 25.77 17.26 17.74  0.150
119 H 23.91 19.09 17.61  0.133
120 H 24.18 18.03 19.01  0.161
121 H 21.50 18.75 17.67  0.122
122 H 22.02 19.19 19.34  0.145
123 H 20.30 16.30 20.22  0.071
124 H 20.03 17.99 20.08  0.081
125 H 21.48 17.44 21.03  0.113
126 C 12.59 18.00 11.28  -0.072
127 C 14.12 17.93 11.39  -0.215
128 C 14.79 18.36 10.06  -0.113
129 N 16.26 18.57 10.02  -0.232
130 C 16.94 17.43 10.83  0.030
131 C 16.75 19.91 10.55  -0.106
132 C 18.24 19.94 10.27  -0.150
133 C 18.28 19.25 8.88  -0.133
134 C 16.87 18.67 8.57  -0.027
135 H 12.24 18.96 10.90  0.095
136 H 12.13 17.74 12.24  0.078
137 H 12.22 17.23 10.62  0.054
138 H 14.37 16.89 11.60  0.071
139 H 14.53 18.58 12.19  0.108
140 H 14.37 19.29 9.66  0.144
141 H 14.66 17.49 9.39  0.149
142 H 16.44 16.52 10.54  0.046
143 H 16.69 17.70 11.87  0.102
144 H 17.98 17.48 10.57  0.078
145 H 16.47 20.06 11.56  0.111
146 H 16.24 20.68 9.94  0.156
147 H 18.76 19.20 10.93  0.099
148 H 18.75 20.89 10.30  0.103
149 H 19.04 18.46 8.85  0.100
150 H 18.69 19.93 8.11  0.132
151 H 17.06 17.66 8.22  0.085
152 H 16.12 19.13 7.89  0.155
153 C 22.23 21.41 9.72  -0.080
154 C 22.84 21.77 11.08  -0.190
155 C 21.82 21.20 12.15  -0.110
156 N 22.34 21.17 13.60  -0.255
157 C 23.61 20.47 13.71  -0.006
158 C 21.31 20.51 14.48  -0.126
159 C 21.28 21.37 15.70  -0.176
160 C 21.42 22.84 15.21  -0.090
161 C 22.52 22.65 14.10  -0.036
162 H 22.79 21.85 8.91  0.093
163 H 21.17 21.64 9.69  0.069
164 H 22.27 20.35 9.51  0.054
165 H 23.06 22.84 11.19  0.128
166 H 23.78 21.24 11.24  0.098
167 H 21.57 20.14 11.97  0.135
168 H 20.89 21.80 12.07  0.141
169 H 23.82 20.27 14.77  0.111
170 H 24.40 21.14 13.36  0.119
171 H 23.67 19.56 13.13  0.115
172 H 21.55 19.46 14.57  0.094
173 H 20.33 20.66 13.97  0.145
174 H 22.08 21.19 16.38  0.101
175 H 20.37 21.20 16.27  0.117
176 H 21.67 23.52 16.01  0.125
177 H 20.49 23.10 14.67  0.122
178 H 23.49 22.82 14.57  0.140
179 H 22.40 23.35 13.28  0.125
180 C 16.05 14.37 13.19  -0.075
181 C 14.74 13.64 13.13  -0.202
182 C 14.11 13.80 11.75  -0.189
183 N 12.71 13.39 11.59  -0.246
184 C 11.83 14.18 12.53  -0.098
185 C 10.34 14.25 12.18  -0.138
186 C 10.17 14.60 10.71  -0.172
187 C 10.89 13.66 9.73  -0.112
188 C 12.37 13.72 10.11  -0.088
189 C 12.55 11.88 11.76  0.060
190 H 16.39 14.42 14.24  0.078
191 H 16.03 15.38 12.80  0.061
192 H 16.73 13.85 12.56  0.055
193 H 14.07 14.01 13.90  0.107
194 H 14.79 12.56 13.35  0.100
195 H 14.69 13.24 11.03  0.124
196 H 14.15 14.87 11.48  0.101
197 H 12.25 15.19 12.52  0.125
198 H 11.85 13.68 13.49  0.132
199 H 9.86 14.89 12.92  0.132
200 H 9.85 13.29 12.41  0.128
201 H 10.48 15.62 10.50  0.104
202 H 9.13 14.59 10.42  0.123
203 H 10.73 13.88 8.69  0.136
204 H 10.64 12.61 9.92  0.120
205 H 12.78 14.73 10.07  0.118
206 H 13.06 13.18 9.50  0.131
207 H 12.90 11.62 12.75  0.096
208 H 13.10 11.38 10.95  0.124
209 H 11.49 11.59 11.76  0.116
210 C 19.73 16.33 13.71  -0.663
211 F 19.37 15.61 12.60  0.091
212 F 19.35 17.58 13.47  0.115
213 F 18.98 15.89 14.70  0.146
214 S 21.52 16.22 14.00  0.492
215 O 22.09 16.47 12.69  -0.303
216 O 21.75 17.29 14.99  -0.340
217 O 21.65 14.85 14.46  -0.307
218 C 18.04 13.57 9.44  -0.603
219 F 17.65 12.34 9.87  0.113
220 F 18.57 14.07 10.63  0.010
221 F 19.18 13.29 8.76  0.110
222 S 16.87 14.61 8.74  0.455
223 O 15.97 14.78 9.87  -0.321
224 O 17.81 15.71 8.46  -0.309
225 O 16.37 13.82 7.72  -0.188

Summary:
- HOMO level (Ha) = -0.7253
- charge = +6
- multiplicity = 1
- max |F| (hartree/bohr) = 0.1314
- HOMO-LUMO gap (eV) = 9.376

---

No. 2
Formula: C57H137N15O11
Source: OMol25
Level of theory: the ωB97M-V functional and the def2-TZVPD basis

Last column: Löwdin charge in e.
CARTESIAN COORDINATES (ANGSTROEM)
1 C 0.04 0.03 2.21  -0.058
2 C 1.18 0.13 1.15  -0.233
3 N 0.88 -0.72 0.02  -0.194
4 C 0.96 -2.14 0.41  -0.197
5 C 1.49 -3.00 -0.84  -0.045
6 C -0.32 -0.46 -0.78  -0.213
7 C -0.32 0.92 -1.43  -0.089
8 H -0.92 0.37 1.83  0.051
9 H 0.30 0.60 3.10  0.051
10 H -0.27 -0.97 2.50  0.053
11 H 1.24 1.17 0.81  0.092
12 H 2.17 -0.03 1.57  0.117
13 H 1.57 -2.28 1.30  0.099
14 H 0.00 -2.56 0.69  0.090
15 H 1.13 -2.66 -1.81  0.031
16 H 2.58 -2.99 -0.87  0.059
17 H 1.21 -4.05 -0.78  0.045
18 H -1.20 -0.39 -0.14  0.091
19 H -0.43 -1.16 -1.61  0.111
20 H -1.11 1.07 -2.16  0.062
21 H 0.62 1.12 -1.95  0.065
22 H -0.33 1.75 -0.72  0.039
23 C -4.29 4.49 5.47  -0.088
24 C -2.91 4.16 4.89  -0.256
25 N -2.96 3.63 3.52  -0.174
26 C -3.63 2.28 3.50  -0.166
27 C -2.76 1.14 4.24  -0.041
28 C -1.65 3.65 2.90  -0.279
29 C -1.33 5.08 2.49  -0.079
30 H -4.86 3.62 5.82  0.065
31 H -4.93 5.04 4.78  0.073
32 H -4.17 5.19 6.30  0.066
33 H -2.29 5.05 4.99  0.092
34 H -2.55 3.39 5.59  0.096
35 H -4.61 2.41 3.96  0.097
36 H -3.74 1.99 2.46  0.072
37 H -2.89 1.18 5.33  0.065
38 H -3.20 0.19 3.96  0.053
39 H -1.72 1.15 3.93  0.035
40 H -1.56 2.88 2.13  0.100
41 H -0.81 3.35 3.53  0.096
42 H -0.29 5.17 2.20  0.058
43 H -1.51 5.83 3.25  0.067
44 H -1.85 5.39 1.58  0.060
45 C -1.65 -7.95 -3.72  -0.094
46 C -2.53 -6.72 -3.85  -0.266
47 N -2.82 -6.05 -2.58  -0.191
48 C -3.92 -5.12 -2.67  -0.261
49 C -3.65 -3.80 -3.41  -0.063
50 C -1.62 -5.67 -1.81  -0.228
51 C -1.95 -4.85 -0.55  -0.072
52 H -0.62 -7.59 -3.66  0.061
53 H -1.76 -8.59 -4.60  0.073
54 H -1.89 -8.51 -2.82  0.080
55 H -2.30 -6.07 -4.69  0.109
56 H -3.48 -7.17 -4.13  0.106
57 H -4.76 -5.66 -3.09  0.112
58 H -4.31 -4.94 -1.67  0.092
59 H -4.53 -3.16 -3.37  0.064
60 H -2.81 -3.26 -2.98  0.058
61 H -3.46 -3.97 -4.46  0.056
62 H -0.92 -5.21 -2.51  0.097
63 H -1.08 -6.57 -1.52  0.100
64 H -2.71 -5.39 0.00  0.073
65 H -2.43 -3.88 -0.67  0.057
66 H -1.10 -4.76 0.13  0.060
67 C -0.15 5.20 7.50  -0.077
68 C 0.57 4.08 6.70  -0.242
69 N 1.62 3.32 7.43  -0.158
70 C 2.53 4.19 8.15  -0.274
71 C 3.30 5.28 7.38  -0.081
72 C 2.38 2.45 6.49  -0.224
73 C 1.53 1.34 5.81  -0.081
74 H -1.00 5.58 6.92  0.052
75 H 0.47 6.06 7.73  0.064
76 H -0.55 4.79 8.42  0.076
77 H -0.13 3.39 6.22  0.083
78 H 0.92 4.62 5.82  0.095
79 H 3.26 3.57 8.66  0.112
80 H 1.97 4.63 8.98  0.103
81 H 3.92 5.87 8.05  0.075
82 H 2.69 5.90 6.73  0.064
83 H 4.07 4.77 6.80  0.052
84 H 2.96 2.98 5.74  0.077
85 H 3.08 1.90 7.13  0.113
86 H 0.76 1.74 5.15  0.027
87 H 2.08 0.70 5.12  0.066
88 H 0.93 0.70 6.46  0.081
89 C -0.97 -3.12 -6.53  -0.307
90 O -1.13 -3.47 -7.69  0.015
91 N 0.26 -3.00 -5.92  -0.200
92 C 0.34 -2.73 -4.52  -0.090
93 C 1.55 -3.03 -6.48  -0.075
94 H -1.81 -2.91 -5.85  0.110
95 H -0.64 -2.60 -4.08  0.069
96 H 0.88 -1.78 -4.49  0.078
97 H 0.90 -3.49 -3.97  0.080
98 H 1.65 -3.61 -7.40  0.092
99 H 1.77 -2.00 -6.76  0.102
100 H 2.26 -3.53 -5.83  0.080
101 C -2.70 0.54 -4.74  -0.305
102 O -2.31 -0.64 -4.65  -0.011
103 N -3.99 0.88 -4.90  -0.140
104 C -4.56 2.24 -4.83  -0.055
105 C -5.10 -0.10 -5.04  -0.035
106 H -1.99 1.36 -4.64  0.120
107 H -3.85 2.77 -4.20  0.065
108 H -5.54 2.32 -4.34  0.071
109 H -4.58 2.71 -5.81  0.093
110 H -6.00 0.43 -5.38  0.080
111 H -4.97 -0.89 -5.77  0.090
112 H -5.32 -0.58 -4.09  0.077
113 C -4.77 -4.18 1.96  -0.352
114 O -3.98 -4.69 2.77  -0.032
115 N -4.62 -3.00 1.38  -0.169
116 C -5.59 -2.50 0.39  -0.032
117 C -3.57 -2.08 1.80  -0.028
118 H -5.68 -4.68 1.58  0.133
119 H -5.05 -2.01 -0.42  0.058
120 H -6.20 -1.76 0.92  0.092
121 H -6.09 -3.35 -0.08  0.083
122 H -2.74 -1.97 1.10  0.075
123 H -3.98 -1.07 1.90  0.075
124 H -3.12 -2.27 2.78  0.069
125 C 4.81 -6.27 1.29  -0.348
126 O 4.53 -6.28 2.49  -0.010
127 N 4.04 -6.70 0.30  -0.189
128 C 4.60 -6.98 -1.04  -0.042
129 C 2.68 -7.11 0.45  -0.046
130 H 5.82 -5.95 1.00  0.134
131 H 3.99 -6.47 -1.78  0.079
132 H 4.62 -8.06 -1.16  0.090
133 H 5.62 -6.59 -1.13  0.077
134 H 2.62 -8.20 0.50  0.095
135 H 2.28 -6.73 1.39  0.062
136 H 2.09 -6.78 -0.41  0.082
137 C 6.82 -3.51 -2.21  -0.352
138 O 6.18 -3.79 -1.21  0.004
139 N 6.29 -3.36 -3.42  -0.172
140 C 7.02 -2.88 -4.58  -0.066
141 C 4.88 -3.62 -3.70  -0.028
142 H 7.87 -3.19 -2.22  0.137
143 H 6.47 -2.04 -5.01  0.072
144 H 7.11 -3.56 -5.43  0.085
145 H 8.07 -2.63 -4.46  0.091
146 H 4.82 -4.39 -4.46  0.090
147 H 4.32 -3.97 -2.83  0.077
148 H 4.41 -2.73 -4.12  0.062
149 C 3.87 0.64 -1.20  -0.288
150 O 4.67 1.16 -0.40  -0.027
151 N 4.24 0.36 -2.51  -0.148
152 C 3.16 0.00 -3.51  -0.044
153 C 5.55 0.62 -3.14  -0.046
154 H 2.85 0.31 -0.96  0.105
155 H 2.24 -0.38 -3.08  0.061
156 H 3.57 -0.74 -4.20  0.054
157 H 2.94 0.88 -4.11  0.084
158 H 5.56 1.51 -3.78  0.085
159 H 6.34 0.80 -2.41  0.086
160 H 5.95 -0.16 -3.78  0.057
161 C -0.98 -3.91 3.98  -0.340
162 O -1.09 -2.73 4.16  0.006
163 N 0.22 -4.56 3.85  -0.174
164 C 0.24 -6.02 3.82  -0.052
165 C 1.53 -3.88 3.78  -0.026
166 H -1.78 -4.67 3.92  0.116
167 H -0.73 -6.51 3.80  0.090
168 H 0.75 -6.35 4.72  0.089
169 H 0.86 -6.36 2.98  0.061
170 H 1.37 -2.81 3.64  0.069
171 H 2.10 -3.99 4.71  0.090
172 H 2.13 -4.28 2.96  0.076
173 C -4.79 1.10 -1.53  -0.336
174 O -4.22 0.00 -1.37  -0.014
175 N -4.34 2.28 -1.12  -0.129
176 C -4.90 3.52 -1.65  -0.065
177 C -3.16 2.43 -0.21  -0.009
178 H -5.62 1.21 -2.24  0.125
179 H -5.72 3.37 -2.36  0.078
180 H -4.31 4.28 -2.16  0.057
181 H -5.26 4.11 -0.81  0.091
182 H -2.15 2.56 -0.59  0.058
183 H -3.36 3.25 0.47  0.079
184 H -3.16 1.56 0.45  0.072
185 C 0.05 5.49 -0.88  -0.372
186 O 0.18 4.30 -0.64  -0.009
187 N 1.03 6.41 -0.93  -0.196
188 C 0.74 7.80 -0.94  -0.058
189 C 2.42 6.03 -0.68  -0.020
190 H -0.93 5.91 -1.14  0.130
191 H 0.42 8.04 0.08  0.094
192 H -0.18 7.95 -1.51  0.082
193 H 1.58 8.41 -1.28  0.100
194 H 2.46 4.94 -0.65  0.077
195 H 3.08 6.41 -1.46  0.098
196 H 2.67 6.41 0.31  0.097
197 C 4.98 4.64 1.46  -0.343
198 O 5.85 5.53 1.54  -0.025
199 N 4.16 4.31 2.48  -0.159
200 C 3.08 3.25 2.33  -0.030
201 C 4.34 4.73 3.88  -0.049
202 H 4.79 4.07 0.54  0.127
203 H 3.40 2.37 2.89  0.083
204 H 2.85 2.96 1.30  0.064
205 H 2.15 3.60 2.77  0.073
206 H 5.14 5.46 3.93  0.089
207 H 3.47 5.29 4.23  0.078
208 H 4.49 3.83 4.47  0.074
209 C -1.69 4.23 -5.93  -0.345
210 O -1.18 3.29 -6.54  0.004
211 N -1.54 4.51 -4.61  -0.164
212 C -0.56 3.84 -3.75  -0.048
213 C -2.36 5.54 -3.91  -0.043
214 H -2.50 4.85 -6.35  0.129
215 H 0.25 4.48 -3.40  0.085
216 H -0.21 2.93 -4.24  0.085
217 H -0.96 3.48 -2.80  0.060
218 H -1.70 6.38 -3.72  0.080
219 H -3.19 5.84 -4.56  0.085
220 H -2.75 5.26 -2.94  0.053

Summary:
- HOMO level (Ha) = -0.2878
- charge = 0
- multiplicity = 1
- max |F| (hartree/bohr) = 0.0585
- HOMO-LUMO gap (eV) = 7.858
- relative energy (zero: lowest compared OMol25 entry of this formula, charge and spin) (kcal per mole) = 84.5